Entry from the Open Molecules 2025 dataset: a 2-piece molecular cluster, C5H10O2 overall (ωB97M-V/def2-TZVPD).

Output
SMILES = C=C/C(O)=C/C.O
E_tot = -346.91880 a.u.
orbital gap = 9.16 eV
highest occupied orbital energy = -8.514 eV

Last column: Löwdin charge in e.
Positions of all 17 atoms, in Å:
C  0.65  0.51  2.67  0.031
C  1.34  0.77  1.55  -0.115
C  0.75  0.48  0.22  -0.400
O  0.25  1.52  -0.49  0.035
C  0.61  -0.80  -0.21  -0.102
C  0.26  -1.12  -1.67  -0.096
H  -0.45  0.58  2.62  0.074
H  1.11  0.37  3.62  0.040
H  2.35  1.16  1.42  0.110
H  -0.31  1.11  -1.20  0.087
H  0.72  -1.63  0.46  0.096
H  -0.83  -1.14  -1.80  0.046
H  0.78  -2.07  -1.93  0.084
H  0.65  -0.30  -2.28  0.075
O  -2.65  0.41  -1.32  -0.053
H  -2.84  -0.53  -1.21  0.044
H  -2.38  0.67  -0.44  0.042


Entry from the Open Molecules 2025 dataset: one molecule with the formula C5H10O2 (ωB97M-V/def2-TZVPD).

Output
SMILES = C[C@@H](O)[C@H]1CCO1
E_tot = -346.94635 a.u.
orbital gap = 10.53 eV
highest occupied orbital energy = -9.620 eV

Last column: Löwdin charge in e.
Positions of all 17 atoms, in Å:
C  0.61  0.06  2.17  -0.038
C  0.66  0.55  0.74  -0.405
O  1.76  -0.05  0.09  -0.021
C  -0.65  0.22  0.02  -0.288
C  -0.64  0.43  -1.50  -0.080
C  -0.82  -1.09  -1.57  -0.164
O  -0.84  -1.20  -0.14  -0.080
H  1.57  0.19  2.68  0.084
H  -0.15  0.62  2.72  0.085
H  0.34  -1.00  2.18  0.088
H  0.77  1.65  0.73  0.150
H  1.71  0.19  -0.85  0.073
H  -1.50  0.66  0.57  0.153
H  -1.42  1.06  -1.92  0.111
H  0.32  0.79  -1.89  0.101
H  0.03  -1.63  -2.01  0.118
H  -1.75  -1.45  -2.02  0.115


Entry from the Open Molecules 2025 dataset: one molecule with the formula C5H10O2 (ωB97M-V/def2-TZVPD).

Output
SMILES = C[C@@H]1OC[C@H](C)O1
E_tot = -346.97545 a.u.
orbital gap = 10.85 eV
highest occupied orbital energy = -9.737 eV

Last column: Löwdin charge in e.
Positions of all 17 atoms, in Å:
C  0.72  0.76  -2.24  -0.007
C  -0.21  0.76  -1.05  -0.421
O  0.38  1.50  0.02  -0.081
C  0.60  0.57  1.07  -0.143
C  -0.59  -0.35  0.84  -0.377
C  -0.68  -1.67  1.56  -0.024
O  -0.46  -0.54  -0.57  -0.044
H  1.72  0.46  -1.90  0.090
H  0.38  0.08  -3.02  0.086
H  0.78  1.78  -2.64  0.087
H  -1.18  1.23  -1.29  0.155
H  1.55  0.04  0.93  0.135
H  0.59  1.10  2.03  0.134
H  -1.47  0.30  1.02  0.156
H  -1.57  -2.22  1.24  0.084
H  -0.75  -1.52  2.64  0.085
H  0.20  -2.29  1.35  0.087


Entry from the Open Molecules 2025 dataset: one molecule with the formula C5H10O2 (ωB97M-V/def2-TZVPD).

Output
E_tot = -346.81598 a.u.
orbital gap = 7.56 eV
highest occupied orbital energy = -6.948 eV

Last column: Löwdin charge in e.
Positions of all 17 atoms, in Å:
C  1.46  -1.50  0.27  -0.103
O  1.09  -0.18  0.63  -0.250
C  0.87  0.74  -0.64  -0.167
C  -0.45  0.46  -1.13  -0.141
C  -0.78  -0.09  1.08  0.155
C  -1.49  0.56  -0.05  -0.479
O  -1.88  1.88  0.30  -0.047
H  0.76  -1.90  -0.48  0.089
H  1.43  -2.13  1.17  0.092
H  2.47  -1.51  -0.14  0.095
H  1.00  1.70  -0.12  0.114
H  1.68  0.57  -1.34  0.111
H  -0.59  -0.29  -1.89  0.066
H  -0.95  -1.15  1.23  0.111
H  -0.55  0.50  1.96  0.114
H  -2.36  -0.05  -0.35  0.149
H  -1.70  2.39  -0.51  0.091


Entry from the Open Molecules 2025 dataset: one molecule with the formula C5H10O2 (ωB97M-V/def2-TZVPD).

Output
SMILES = CC(=O)C(C)(C)O
E_tot = -346.99606 a.u.
orbital gap = 10.87 eV
highest occupied orbital energy = -10.029 eV

Last column: Löwdin charge in e.
Positions of all 17 atoms, in Å:
C  1.76  0.27  -0.87  0.002
C  1.03  -0.51  0.19  -0.364
O  1.61  -1.30  0.92  0.093
C  -0.48  -0.32  0.38  -0.577
C  -0.72  1.04  1.07  -0.007
C  -1.22  -0.38  -0.96  -0.023
O  -0.97  -1.35  1.20  -0.011
H  1.39  0.00  -1.86  0.088
H  2.83  0.06  -0.82  0.089
H  1.60  1.35  -0.76  0.085
H  -0.54  0.90  2.14  0.094
H  -1.76  1.34  0.94  0.089
H  -0.08  1.84  0.70  0.079
H  -2.30  -0.30  -0.76  0.091
H  -1.04  -1.33  -1.47  0.096
H  -0.92  0.45  -1.61  0.086
H  -0.17  -1.76  1.59  0.090


Entry from the Open Molecules 2025 dataset: one molecule with the formula C5H10O2 (ωB97M-V/def2-TZVPD).

Output
SMILES = COC[C@H]1C[C@H]1O
E_tot = -346.93176 a.u.
orbital gap = 10.07 eV
highest occupied orbital energy = -9.134 eV

Last column: Löwdin charge in e.
Positions of all 17 atoms, in Å:
C  -1.92  1.29  -0.82  -0.100
O  -0.97  0.59  -0.06  -0.221
C  0.33  0.67  -0.62  -0.197
C  1.31  -0.12  0.22  -0.201
C  0.93  -0.60  1.60  -0.049
C  1.02  -1.57  0.46  -0.331
O  -0.11  -2.15  -0.11  -0.008
H  -1.61  2.33  -1.01  0.091
H  -2.85  1.30  -0.25  0.092
H  -2.10  0.80  -1.79  0.094
H  0.30  0.26  -1.64  0.134
H  0.64  1.73  -0.69  0.126
H  2.35  0.18  0.06  0.136
H  1.69  -0.62  2.37  0.102
H  -0.07  -0.35  1.95  0.108
H  1.85  -2.27  0.44  0.144
H  -0.80  -1.47  -0.12  0.080


Entry from the Open Molecules 2025 dataset: one molecule with the formula C5H10O2 (ωB97M-V/def2-TZVPD).

Output
SMILES = C[C@@H]1O[C@H]1[C@@H](C)O
E_tot = -346.89883 a.u.
orbital gap = 10.75 eV
highest occupied orbital energy = -9.875 eV

Last column: Löwdin charge in e.
Positions of all 17 atoms, in Å:
C  -2.54  0.12  0.52  -0.003
C  -1.30  -0.23  -0.28  -0.333
O  -0.91  -1.56  -0.53  -0.041
C  -0.03  -0.74  0.31  -0.165
C  1.38  -0.37  -0.29  -0.357
C  1.50  1.11  -0.27  -0.068
O  2.29  -1.12  0.55  -0.034
H  -2.61  -0.47  1.36  0.062
H  -3.24  -0.07  -0.23  0.069
H  -2.43  1.09  0.89  0.065
H  -0.98  0.33  -1.23  0.161
H  -0.15  -1.20  1.29  0.153
H  1.40  -0.67  -1.43  0.179
H  1.11  1.62  0.59  0.096
H  0.90  1.62  -1.03  0.089
H  2.42  1.38  -0.55  0.037
H  3.19  -0.84  0.34  0.090


Entry from the Open Molecules 2025 dataset: a 2-piece molecular cluster, C5H10O2 overall (ωB97M-V/def2-TZVPD).

Output
SMILES = C=CCCC=O.O
E_tot = -346.94059 a.u.
orbital gap = 10.32 eV
highest occupied orbital energy = -9.560 eV

Last column: Löwdin charge in e.
Positions of all 17 atoms, in Å:
C  0.71  -0.97  0.37  0.001
C  1.15  0.25  0.11  -0.196
C  0.49  1.55  0.56  -0.198
C  -0.93  1.77  0.01  -0.157
C  -1.24  1.31  -1.39  -0.268
O  -2.28  1.56  -1.94  0.052
H  1.22  -1.81  -0.07  0.040
H  -0.13  -1.25  1.00  0.072
H  1.92  0.40  -0.63  0.097
H  1.14  2.37  0.26  0.102
H  0.41  1.53  1.65  0.107
H  -1.21  2.83  0.10  0.119
H  -1.64  1.27  0.66  0.120
H  -0.46  0.70  -1.87  0.117
O  1.52  -4.19  1.64  -0.057
H  2.20  -4.05  2.31  0.034
H  1.86  -3.84  0.81  0.015


Entry from the Open Molecules 2025 dataset: a 2-piece molecular cluster, C5H10O2 overall (ωB97M-V/def2-TZVPD).

Output
SMILES = C[C@@H]1C=C[C@@H]1O.O
E_tot = -346.92654 a.u.
orbital gap = 10.65 eV
highest occupied orbital energy = -9.928 eV

Last column: Löwdin charge in e.
Positions of all 17 atoms, in Å:
C  0.10  1.70  -0.07  -0.060
C  -0.01  0.57  0.95  -0.283
C  0.99  -0.57  0.89  -0.053
C  0.09  -1.49  0.50  -0.032
C  -1.07  -0.53  0.61  -0.339
O  -1.82  -0.24  -0.55  -0.021
H  0.95  2.35  0.15  0.082
H  -0.80  2.31  -0.06  0.083
H  0.23  1.32  -1.09  0.060
H  -0.14  1.00  1.95  0.133
H  2.05  -0.63  1.13  0.110
H  0.16  -2.54  0.24  0.109
H  -1.73  -0.75  1.47  0.146
H  -2.49  -0.93  -0.65  0.100
O  1.31  -0.49  -2.20  -0.064
H  0.44  -0.66  -1.82  0.009
H  1.84  -0.30  -1.42  0.020


Entry from the Open Molecules 2025 dataset: one molecule with the formula C5H10O2 (ωB97M-V/def2-TZVPD).

Output
SMILES = CO[C@H]1CO[C@H]1C
E_tot = -346.91677 a.u.
orbital gap = 10.58 eV
highest occupied orbital energy = -9.566 eV

Last column: Löwdin charge in e.
Positions of all 17 atoms, in Å:
C  1.68  1.35  -0.48  -0.093
O  1.06  0.47  0.45  -0.209
C  0.44  -0.71  -0.08  -0.230
C  -0.01  -1.66  1.04  -0.113
O  -1.39  -1.61  0.67  -0.086
C  -1.11  -0.65  -0.37  -0.299
C  -1.54  0.76  -0.04  -0.030
H  2.65  0.96  -0.80  0.087
H  1.06  1.52  -1.37  0.091
H  1.86  2.33  -0.02  0.096
H  1.07  -1.09  -0.88  0.147
H  0.15  -1.22  2.03  0.128
H  0.38  -2.69  1.02  0.120
H  -1.50  -1.06  -1.32  0.149
H  -1.76  1.31  -0.95  0.083
H  -2.38  0.77  0.65  0.088
H  -0.67  1.22  0.45  0.073


Entry from the Open Molecules 2025 dataset: a 3-piece molecular cluster, C5H10O2 overall (ωB97M-V/def2-TZVPD).

Output
SMILES = O=C=O.C=C.CC
E_tot = -346.91803 a.u.
orbital gap = 9.48 eV
highest occupied orbital energy = -9.796 eV

Last column: Löwdin charge in e.
Positions of all 17 atoms, in Å:
O  3.03  -0.16  1.68  0.172
C  2.18  0.10  0.92  -0.471
O  1.64  0.90  0.23  0.152
C  0.91  -1.86  0.87  -0.094
C  -0.28  -1.74  0.20  -0.062
H  1.68  -2.51  0.46  0.076
H  0.89  -1.87  1.96  0.076
H  -0.44  -2.29  -0.72  0.077
H  -1.18  -1.51  0.76  0.077
C  -0.81  0.86  -1.28  -0.186
C  -1.28  1.93  -0.32  -0.171
H  -1.63  0.42  -1.84  0.062
H  -0.07  1.23  -1.97  0.065
H  -0.44  -0.13  -0.68  0.040
H  -1.89  1.50  0.48  0.068
H  -1.89  2.66  -0.87  0.065
H  -0.43  2.45  0.11  0.054


Entry from the Open Molecules 2025 dataset: one molecule with the formula C5H10O2 (ωB97M-V/def2-TZVPD).

Output
SMILES = CCO[C@@H](C)C=O
E_tot = -346.95964 a.u.
orbital gap = 10.48 eV
highest occupied orbital energy = -9.624 eV

Last column: Löwdin charge in e.
Positions of all 17 atoms, in Å:
C  -2.09  0.31  1.05  -0.064
C  -1.36  0.61  -0.26  -0.264
O  -0.48  -0.43  -0.65  -0.133
C  0.82  -0.21  -0.12  -0.390
C  1.62  -1.49  -0.13  -0.021
C  1.49  0.90  -0.93  -0.207
O  2.58  1.35  -0.69  0.069
H  -1.45  -0.32  1.68  0.073
H  -2.30  1.23  1.60  0.075
H  -3.04  -0.21  0.90  0.076
H  -2.11  0.75  -1.05  0.121
H  -0.78  1.54  -0.18  0.109
H  0.75  0.13  0.93  0.153
H  2.64  -1.28  0.22  0.089
H  1.17  -2.22  0.55  0.086
H  1.67  -1.93  -1.13  0.090
H  0.88  1.27  -1.78  0.138


Entry from the Open Molecules 2025 dataset: one molecule with the formula C5H10O2 (ωB97M-V/def2-TZVPD).

Output
SMILES = COC[C@@H](C)C=O
E_tot = -346.95988 a.u.
orbital gap = 10.47 eV
highest occupied orbital energy = -9.598 eV

Last column: Löwdin charge in e.
Positions of all 17 atoms, in Å:
C  2.64  -0.31  0.46  -0.111
O  1.49  0.34  -0.04  -0.197
C  0.35  -0.49  0.03  -0.224
C  -0.86  0.24  -0.55  -0.315
C  -2.16  -0.51  -0.24  -0.068
C  -0.92  1.67  -0.07  -0.218
O  -1.88  2.16  0.48  0.057
H  2.47  -0.70  1.47  0.091
H  3.44  0.43  0.48  0.091
H  2.93  -1.14  -0.20  0.091
H  0.15  -0.77  1.08  0.136
H  0.53  -1.43  -0.53  0.133
H  -0.71  0.30  -1.64  0.153
H  -3.01  0.00  -0.69  0.084
H  -2.12  -1.54  -0.61  0.082
H  -2.33  -0.53  0.84  0.088
H  -0.01  2.28  -0.28  0.128


Entry from the Open Molecules 2025 dataset: one molecule with the formula C5H10O2 (ωB97M-V/def2-TZVPD).

Output
SMILES = C[C@@H](O)CCC=O
E_tot = -346.97647 a.u.
orbital gap = 11.01 eV
highest occupied orbital energy = -10.085 eV

Last column: Löwdin charge in e.
Positions of all 17 atoms, in Å:
C  -2.22  -0.29  -0.03  -0.056
C  -0.79  -0.46  -0.51  -0.458
O  -0.45  0.52  -1.46  -0.042
C  0.16  -0.49  0.70  -0.170
C  1.61  -0.34  0.31  -0.158
C  1.94  1.12  0.22  -0.242
O  1.21  2.08  0.11  0.045
H  -2.49  -1.11  0.65  0.081
H  -2.32  0.66  0.50  0.086
H  -2.90  -0.28  -0.88  0.081
H  -0.70  -1.42  -1.04  0.144
H  -0.24  1.33  -0.98  0.066
H  -0.05  0.37  1.36  0.126
H  0.02  -1.40  1.28  0.120
H  1.89  -0.77  -0.67  0.141
H  2.32  -0.76  1.04  0.124
H  3.01  1.26  0.28  0.112


Entry from the Open Molecules 2025 dataset: a 2-piece molecular cluster, C5H10O2 overall (ωB97M-V/def2-TZVPD).

Output
SMILES = CC(=O)O.C=CC
E_tot = -346.98538 a.u.
orbital gap = 10.47 eV
highest occupied orbital energy = -9.651 eV

Last column: Löwdin charge in e.
Positions of all 17 atoms, in Å:
C  0.00  1.31  -2.10  0.016
C  1.02  0.61  -1.25  -0.602
O  1.68  1.11  -0.39  0.085
O  1.12  -0.68  -1.58  0.091
H  -0.99  0.92  -1.84  0.083
H  0.18  1.10  -3.15  0.088
H  0.03  2.38  -1.91  0.089
H  1.76  -1.13  -1.00  0.131
C  -1.36  -1.30  0.59  -0.022
C  -0.90  -0.27  1.28  -0.257
C  0.26  -0.32  2.21  -0.109
H  -0.91  -2.28  0.67  0.057
H  -2.20  -1.22  -0.07  0.050
H  -1.38  0.70  1.19  0.098
H  -0.03  0.03  3.20  0.073
H  0.66  -1.33  2.29  0.074
H  1.05  0.35  1.84  0.058